The following is a quantum chemistry calculation of a 2-piece molecular cluster, C18H29ClO6 overall, from the Open Molecules 2025 dataset.

```
! wB97M-V def2-TZVPD RIJCOSX def2/J DEFGRID3
* xyz 0 1
H 2.787 0.379 1.174
C 3.615 -0.329 1.261
O 0.261 -1.470 1.675
C 3.291 2.494 -0.455
C 4.291 -0.771 -2.414
C -5.199 1.702 -0.832
C -7.278 -1.211 -0.078
H 2.539 -1.002 2.940
C 3.339 1.443 -1.575
O 4.598 -0.431 -3.503
H 0.712 2.673 -1.474
C 0.683 2.318 -0.436
C 3.120 -1.478 2.145
C 4.538 -1.999 -0.604
H 3.589 3.447 -0.901
O -0.284 0.499 0.784
O 5.092 -2.854 -0.011
H -5.296 2.506 -1.563
H -5.467 -1.813 0.909
H -6.158 0.213 -2.070
H -2.406 -1.720 0.998
H -7.730 -0.339 -0.552
H -4.420 0.330 -2.293
C -1.662 -1.431 0.252
C 0.401 0.823 -0.433
H 5.164 -2.280 2.330
H -0.206 0.533 -1.303
H 1.330 0.237 -0.469
C 3.844 0.073 -1.260
Cl 4.968 0.548 2.056
H 2.399 -2.048 1.548
H -7.894 -1.474 0.783
H -2.114 -0.721 -0.440
O 4.380 -2.075 -1.989
H -1.357 -2.327 -0.293
C 1.962 2.717 0.297
H 1.890 3.785 0.525
H -5.826 -0.100 1.070
H -6.022 1.801 -0.124
C -0.470 -0.852 0.966
H 3.991 1.808 -2.377
C -5.853 -0.945 0.373
H -7.305 -2.037 -0.790
H 4.268 -2.181 3.854
H 3.900 -3.438 2.680
H -4.264 1.839 -0.286
O -4.937 -0.744 -0.691
C -5.210 0.358 -1.541
C 4.181 -2.387 2.785
H 4.075 2.262 0.271
C 3.989 -0.677 -0.157
H 1.972 2.224 1.278
H -0.178 2.812 0.026
H 2.367 1.310 -2.066
*
```

Output
Structure (SMILES): CC[C@@H](Cl)C1=C(CCCCCOC(C)=O)C(=O)OC1=O.CCOCC
Calculated total energy, eV: -43943.3406
HOMO level, eV: -10.075
Strongest force on any atom, Eh/bohr: 0.0157
Lowest unoccupied orbital energy, eV: -0.5